Record 1
Entry from the OMol25 dataset: a single C25H32N2O5 molecule (wB97M-V/def2-TZVPD).

Summary:
Total energy: -39662.959 eV
Frontier orbital gap: 9.1 eV
SMILES: CCOC(=O)c1ccc(NC(=O)COc2ccc(CNC3CCCCC3)cc2OC)cc1
HOMO energy: -8.504 eV

XYZ file:
```
64
Properties=species:S:1:pos:R:3:mulliken_charge:R:1
C -5.06670 -5.34430 0.07753 -1.109
C -5.86342 -4.21221 0.71130 -0.250
O -5.11942 -2.99616 0.72996 -0.347
C -5.13200 -2.26327 -0.39658 0.649
O -5.74940 -2.57752 -1.38618 -0.633
C -4.31796 -1.03470 -0.27861 0.178
C -4.25964 -0.16557 -1.36686 -0.860
C -3.51218 0.99189 -1.31110 -0.372
C -2.80222 1.29939 -0.15086 0.965
N -2.02393 2.44442 -0.02174 -0.104
C -1.82575 3.44812 -0.91064 0.751
O -2.32095 3.54586 -2.01078 -0.657
C -0.88449 4.53177 -0.36184 -0.766
O -0.08566 4.08430 0.70859 -0.558
C 0.99627 3.28063 0.40163 0.651
C 1.93841 3.59906 -0.55937 -0.659
C 3.03238 2.77634 -0.77255 -1.158
C 3.20473 1.63031 -0.01659 -0.057
C 4.39336 0.72791 -0.21833 -0.647
N 4.01535 -0.65916 -0.02439 -0.092
C 5.10331 -1.62108 0.00445 -0.170
C 4.55224 -2.95985 0.50192 -0.743
C 5.66283 -3.99781 0.62500 -0.666
C 6.36089 -4.19449 -0.71695 -0.659
C 6.91861 -2.86776 -1.22181 -0.730
C 5.80894 -1.82815 -1.34449 -0.683
C 2.26504 1.30786 0.95606 -0.392
C 1.15920 2.11173 1.16804 1.127
O 0.17106 1.85488 2.08049 -0.430
C 0.35555 0.77378 2.96400 -1.187
C -2.86218 0.43180 0.94255 -0.554
C -3.61040 -0.72282 0.88139 -0.875
H -4.86868 -5.11610 -0.96685 0.313
H -4.12008 -5.47581 0.59669 0.293
H -5.63592 -6.26769 0.13462 0.382
H -6.79406 -4.05080 0.15694 0.318
H -6.08609 -4.42532 1.75926 0.305
H -4.81441 -0.41835 -2.25751 0.454
H -3.47135 1.66223 -2.15322 0.539
H -1.51231 2.52976 0.85508 0.168
H -0.30042 4.93086 -1.19678 0.287
H -1.50062 5.34194 0.04150 0.340
H 1.82726 4.49901 -1.14425 0.355
H 3.75483 3.04026 -1.53016 0.396
H 4.83655 0.93374 -1.20702 0.320
H 5.15238 0.96619 0.53743 0.306
H 3.33428 -0.92897 -0.72838 0.314
H 5.83520 -1.24853 0.73260 0.254
H 4.06503 -2.80765 1.46619 0.304
H 3.79603 -3.31552 -0.20200 0.310
H 5.24501 -4.94550 0.97090 0.339
H 6.39167 -3.66267 1.36654 0.328
H 5.64567 -4.58715 -1.44350 0.314
H 7.16809 -4.92260 -0.61489 0.320
H 7.39979 -3.00999 -2.19199 0.350
H 7.67637 -2.50479 -0.52319 0.344
H 5.07324 -2.16231 -2.08182 0.250
H 6.23051 -0.88287 -1.69359 0.356
H 2.41939 0.40172 1.51778 0.557
H 1.29110 0.87013 3.52154 0.481
H 0.34451 -0.18345 2.43277 0.425
H -0.48080 0.81290 3.66105 0.257
H -2.31545 0.67898 1.84013 0.310
H -3.65470 -1.39072 1.72718 0.445
```

=====

Record 2
Entry from the OMol25 dataset: a single C25H32N4O5 molecule (wB97M-V/def2-TZVPD).

Summary:
Total energy: -42643.783 eV
Frontier orbital gap: 7.9 eV
SMILES: Cc1cc(N2CCOCC2)nc2ccc(NC(=O)CCC(=O)N3CCC4(CC3)OCCO4)cc12
HOMO energy: -7.269 eV

XYZ file:
```
66
Properties=species:S:1:pos:R:3:mulliken_charge:R:1
C -2.31826 -2.86074 -2.19772 -1.929
C -2.65505 -1.95967 -1.05147 0.673
C -3.92247 -1.47819 -0.88737 -0.321
C -4.23143 -0.62706 0.20903 0.859
N -5.51137 -0.19178 0.44284 -0.040
C -6.47927 0.03064 -0.60797 -0.763
C -6.40670 1.49283 -1.07445 -0.494
O -6.62253 2.38026 -0.00290 -0.419
C -5.68246 2.17135 1.03259 -0.568
C -5.73325 0.72818 1.54261 -0.626
N -3.31944 -0.28795 1.09767 -0.326
C -2.06503 -0.75637 0.96951 -1.234
C -1.11268 -0.38417 1.94199 -1.214
C 0.17899 -0.81490 1.85099 -0.710
C 0.58876 -1.63578 0.78137 -0.066
N 1.92755 -2.03206 0.75455 0.013
C 2.65151 -2.42127 -0.32086 0.435
O 2.21690 -2.55980 -1.44838 -0.656
C 4.12060 -2.66558 0.01296 -1.215
C 4.90744 -1.36298 -0.16972 -0.550
C 4.55460 -0.35100 0.90920 0.893
O 4.04592 -0.69342 1.96556 -0.766
N 4.88516 0.93956 0.67827 0.104
C 5.37939 1.46185 -0.57447 -1.048
C 4.20364 1.83133 -1.49117 -0.919
C 2.96868 2.20012 -0.62974 1.108
C 3.42609 2.91264 0.64796 -1.115
C 4.27981 1.96615 1.50632 -0.875
O 2.08752 3.03231 -1.34577 -0.582
C 1.21350 2.18477 -2.05992 -0.472
C 1.16691 0.89839 -1.21576 0.155
O 2.23130 1.04151 -0.29351 0.050
C -0.32369 -2.02662 -0.17232 0.447
C -1.65790 -1.59500 -0.10097 0.924
H -1.97272 -3.82554 -1.82940 0.377
H -1.52049 -2.42838 -2.79966 0.370
H -3.18802 -3.02086 -2.83067 0.347
H -4.69113 -1.76820 -1.58690 0.218
H -6.31484 -0.63536 -1.45185 0.318
H -7.47513 -0.16366 -0.19458 0.356
H -7.18448 1.70736 -1.80965 0.409
H -5.41732 1.67747 -1.52401 0.295
H -5.94206 2.87782 1.82197 0.366
H -4.66702 2.38574 0.66733 0.338
H -4.95957 0.56179 2.28978 0.430
H -6.72236 0.52079 1.96284 0.308
H -1.43821 0.24974 2.75216 0.476
H 0.91122 -0.52415 2.59056 0.460
H 2.47222 -1.74763 1.56550 0.293
H 4.22791 -3.02475 1.03630 0.367
H 4.50476 -3.41516 -0.67992 0.448
H 5.98028 -1.56828 -0.11244 0.395
H 4.68040 -0.96127 -1.15595 0.393
H 5.96095 2.35722 -0.33514 0.386
H 6.05032 0.74895 -1.05268 0.444
H 3.93270 0.99442 -2.13647 0.385
H 4.45554 2.68570 -2.11980 0.402
H 2.54408 3.23324 1.19961 0.380
H 3.98315 3.79943 0.34602 0.322
H 5.06303 2.52646 2.02748 0.314
H 3.66323 1.45081 2.24380 0.372
H 0.24813 2.68506 -2.13377 0.375
H 1.60391 1.99091 -3.06734 0.240
H 1.31042 -0.00525 -1.81620 0.203
H 0.23677 0.80971 -0.64822 -0.183
H -0.00286 -2.65720 -0.98318 0.645
```

=====

Record 3
Entry from the OMol25 dataset: a single C25H32N6O molecule (wB97M-V/def2-TZVPD).

Summary:
Total energy: -37431.348 eV
Frontier orbital gap: 9.3 eV
SMILES: Cc1ccc([C@H](c2nnnn2C[C@H]2CCCO2)N2CCN(Cc3ccccc3)CC2)cc1
HOMO energy: -8.526 eV

XYZ file:
```
64
Properties=species:S:1:pos:R:3:mulliken_charge:R:1
C -1.99616 -4.99246 0.34711 -1.610
C -1.46192 -3.59289 0.32531 1.017
C -0.78012 -3.07609 1.42116 -1.042
C -0.26845 -1.79308 1.39610 -0.497
C -0.42927 -0.98965 0.27323 0.641
C 0.10832 0.42779 0.32044 0.809
C -0.81199 1.20257 1.19650 -0.209
N -0.53977 1.60279 2.41876 -0.286
N -1.62373 2.21904 2.86622 -0.917
N -2.54240 2.22345 1.99460 -0.410
N -2.08155 1.58635 0.91096 1.140
C -2.88295 1.38566 -0.25640 -0.823
C -3.88738 0.22824 -0.05541 0.632
C -5.01965 0.60790 0.90421 -0.714
C -6.07880 1.15458 -0.05083 -0.604
C -5.86428 0.27559 -1.28207 -0.613
O -4.48727 -0.07308 -1.30255 -0.493
N 0.21759 1.03169 -1.00832 0.196
C 1.24670 0.38563 -1.81970 -0.963
C 2.63286 1.03991 -1.65848 -0.798
N 2.70858 1.64440 -0.34341 0.577
C 4.06136 1.95742 0.07381 -1.100
C 4.86483 0.69947 0.26347 0.504
C 4.33518 -0.34888 1.00690 0.027
C 5.05380 -1.51577 1.18639 -0.715
C 6.31632 -1.64658 0.63104 -0.393
C 6.85285 -0.60585 -0.10616 -0.613
C 6.12823 0.55932 -0.29245 -0.449
C 1.81660 2.78636 -0.25238 -1.283
C 0.49139 2.45806 -0.96534 -0.791
C -1.11327 -1.49807 -0.82192 0.183
C -1.61667 -2.78677 -0.79448 -0.917
H -2.31256 -5.27115 1.34981 0.405
H -1.21983 -5.69148 0.03387 0.291
H -2.83827 -5.09704 -0.33279 0.379
H -0.64976 -3.68537 2.30397 0.415
H 0.25280 -1.40120 2.25784 0.535
H 1.08081 0.41674 0.83661 -0.950
H -3.42983 2.30942 -0.46122 0.564
H -2.22375 1.15338 -1.09399 0.012
H -3.33276 -0.65609 0.28310 0.017
H -5.39044 -0.28288 1.41182 0.348
H -4.69336 1.33166 1.64843 0.389
H -5.87975 2.20014 -0.28705 0.249
H -7.08851 1.07134 0.34271 0.411
H -6.46066 -0.64428 -1.21297 0.307
H -6.10457 0.77915 -2.22167 0.330
H 1.29661 -0.66598 -1.53821 0.479
H 0.93142 0.44521 -2.86713 0.430
H 2.80622 1.78747 -2.45442 0.248
H 3.41071 0.27884 -1.73958 0.448
H 3.98999 2.48405 1.03207 0.379
H 4.56865 2.62923 -0.64298 0.345
H 3.35187 -0.24045 1.43866 0.308
H 4.63051 -2.32523 1.76311 0.404
H 6.87995 -2.55700 0.77277 0.384
H 7.83681 -0.70151 -0.54185 0.382
H 6.54995 1.36747 -0.87404 0.357
H 2.25856 3.69300 -0.70455 0.451
H 1.63753 2.98756 0.80849 0.451
H -0.33072 2.98389 -0.47611 0.426
H 0.52518 2.79608 -2.00473 0.614
H -1.25396 -0.88815 -1.70006 0.325
H -2.14785 -3.16389 -1.65617 0.383
```

=====

Record 4
Entry from the OMol25 dataset: 3 unconnected molecules or ions with the total composition C25H33BrF2NO5P (wB97M-V/def2-TZVPD).

Summary:
Total energy: -122951.135 eV
Frontier orbital gap: 9.0 eV
SMILES: CCC(=O)OCC[C@@]1(P(O)Br)C[C@H](CCCCN)C(=O)O1.Fc1ccccc1.Fc1ccccc1
HOMO energy: -8.874 eV

XYZ file:
```
68
Properties=species:S:1:pos:R:3:mulliken_charge:R:1
C 4.37613 4.07570 -0.68855 -1.010
C 4.95637 2.70136 -1.26817 -0.299
C 4.72185 1.43939 -0.33091 0.563
O 5.21563 1.46849 0.82916 -0.559
O 4.03142 0.25325 -0.70956 -0.323
C 3.09762 -0.15267 0.32340 -0.534
C 1.76185 -0.84104 -0.26174 -0.584
C 0.65933 0.21509 -0.77246 0.891
P 1.32895 1.93231 -1.30124 0.262
O 2.23399 1.63394 -2.74836 -0.516
Br -0.36929 3.32473 -1.85909 -0.247
C -0.19785 -0.23129 -2.09425 -0.815
C -1.67695 -0.39870 -1.49630 0.371
C -2.81332 0.68858 -1.80261 -0.831
C -3.16176 1.68502 -0.59224 -0.067
C -4.69102 1.44654 -0.15905 -0.820
C -5.65513 2.49209 -0.92638 -0.490
N -7.03554 1.87548 -0.97494 -0.587
C -1.32607 -0.79119 0.00496 -0.008
O -1.74343 -1.68258 0.75217 -0.597
O -0.31192 0.19531 0.33734 -0.297
H 5.10186 4.46439 0.11445 0.308
H 3.33826 3.97850 -0.22316 0.254
H 4.33442 4.89071 -1.49289 0.289
H 4.58519 2.47432 -2.32905 0.191
H 6.09656 2.84389 -1.35745 0.402
H 3.56839 -0.94111 1.02078 0.343
H 2.79534 0.71673 1.01756 0.323
H 1.98291 -1.63996 -1.05204 0.056
H 1.30677 -1.40992 0.63050 0.287
H 1.64372 1.69608 -3.53663 0.311
H 0.10458 -1.32802 -2.28990 0.238
H -0.11573 0.43250 -3.02249 0.229
H -2.08859 -1.32640 -2.04027 0.478
H -3.76864 0.17360 -2.18462 0.405
H -2.43810 1.32076 -2.69116 0.240
H -2.41718 1.68189 0.26646 -0.054
H -3.12482 2.75081 -1.03516 0.385
H -5.08229 0.40157 -0.41202 0.376
H -4.80959 1.59577 0.97259 0.331
H -5.66028 3.51150 -0.39298 0.221
H -5.24572 2.57117 -1.99776 0.351
H -7.47682 2.14921 -0.08920 0.233
H -7.53920 2.25072 -1.79095 0.217
F -1.54436 2.83958 2.55615 -0.263
C -1.73926 2.00079 3.58789 0.125
C -1.50126 0.64634 3.41758 0.248
C -1.69817 -0.22120 4.48641 -0.640
C -2.14109 0.27440 5.71045 -0.459
C -2.38156 1.63624 5.86823 -0.411
C -2.17436 2.50600 4.80277 -0.493
H -1.16508 0.27814 2.45597 0.458
H -1.50756 -1.28201 4.36585 0.385
H -2.29869 -0.40392 6.54278 0.372
H -2.73037 2.02023 6.82082 0.359
H -2.34801 3.57031 4.91002 0.424
F 3.03075 -3.37006 0.02172 -0.228
C 2.96302 -4.53296 -0.64746 0.331
C 3.50976 -4.61886 -1.91792 -0.232
C 3.44411 -5.82411 -2.60907 -0.455
C 2.82317 -6.92582 -2.02597 -0.467
C 2.27330 -6.82575 -0.75130 -0.384
C 2.34816 -5.62420 -0.05511 -0.536
H 3.98181 -3.74827 -2.35854 0.468
H 3.87547 -5.90488 -3.60079 0.354
H 2.76858 -7.86444 -2.56770 0.363
H 1.78642 -7.68348 -0.30015 0.362
H 1.93333 -5.53058 0.94158 0.402
```

=====

Which formula does entry 4 have? C25H33BrF2NO5P